Record 1
Molecular formula: C4H7NO
Method: DFT, the ωB97M-V functional and the def2-TZVPD basis

Computed properties:
Frontier orbital gap (spin up / spin down) = 0.27422 / 0.31274 Eh
LUMO (spin up / spin down) = 0.00623 / 0.02409 hartree
Energy relative to the best compared isomer or geometry (same formula, charge and spin) = 96.50 kcal/mol

Each line ends with the Löwdin charge.
Geometry (Å):
C  0.40787  -1.71625  -1.18376  -0.216
C  -0.29661  0.17569  -0.14753  -0.360
C  -1.22790  0.26678  0.99180  -0.049
C  1.09621  0.71988  0.07076  -0.062
N  -0.47482  -0.66513  -1.17807  0.019
O  1.57679  -1.72523  -0.94825  0.028
H  -1.67185  1.19046  0.94289  0.047
H  -0.72849  0.34102  1.95107  0.081
H  -2.02275  -0.48725  1.00440  0.090
H  1.31859  1.26015  0.98750  0.062
H  1.29458  1.43083  -0.88645  0.131
H  2.04369  0.08311  0.08437  0.088
H  -1.31530  -0.87407  -1.68874  0.139



Record 2
Molecular formula: C3H12NO3S
Method: DFT, the ωB97M-V functional and the def2-TZVPD basis

Computed properties:
Total charge = +2
2S+1 = 2
Frontier orbital gap (spin up / spin down) = 0.37784 / 0.19169 Eh
LUMO (spin up / spin down) = -0.29579 / -0.48191 hartree
Energy relative to the best compared isomer or geometry (same formula, charge and spin) = 16.69 kcal/mol

Each line ends with the Löwdin charge.
Geometry (Å):
O  -2.26856  -1.27060  -0.48718  0.121
C  -1.16891  -1.76683  -0.34462  -0.151
C  -0.03088  -0.85902  0.08554  -0.277
C  0.95343  -0.59160  -1.03981  -0.362
S  0.24164  0.26312  -2.48435  1.217
N  -0.66875  0.36891  0.75880  0.259
H  -1.03675  -2.78056  -0.71604  0.162
H  0.57213  -1.25679  0.91270  0.170
H  1.47569  -1.54478  -1.19043  0.141
H  1.76399  0.12971  -0.85098  0.124
H  0.96376  -0.22511  -3.53743  0.010
H  -0.01379  1.15317  0.77009  0.131
H  -1.02394  0.13944  1.68435  0.166
H  -1.44995  0.63572  0.14242  0.162
H  1.22179  3.89177  0.65185  0.075
H  1.35388  2.89056  1.92654  0.070
O  1.43144  2.98456  0.95105  -0.075
H  0.05525  -1.30132  4.15740  0.060
H  1.29871  -0.50289  4.07540  0.058
O  0.36368  -0.44074  3.82979  -0.060



Record 3
Molecular formula: C19H5Cl5F5O3OsSe
Method: DFT, the ωB97M-V functional and the def2-TZVPD basis

Computed properties:
Total charge = +1
2S+1 = 5
Frontier orbital gap (spin up / spin down) = 0.26352 / 0.22025 Eh
LUMO (spin up / spin down) = -0.19122 / -0.23514 hartree

Each line ends with the Löwdin charge.
Geometry (Å):
Os  -0.91660  -0.00971  -1.15708  1.291
Cl  1.72971  0.31522  -2.62052  0.736
C  1.96883  0.28423  -0.89461  -0.701
C  0.80581  0.26218  -0.14046  -0.483
C  0.89845  0.14685  1.23825  -0.708
Cl  -0.59119  0.02707  2.10423  0.748
C  2.13302  0.09688  1.87241  -0.697
Cl  2.22691  -0.02588  3.57293  0.750
C  3.29586  0.14425  1.08661  -0.678
Cl  4.82227  0.06876  1.83975  0.761
C  3.22378  0.23443  -0.31301  -0.702
Cl  4.63276  0.28041  -1.27625  0.752
O  -4.17068  -3.81320  0.62167  0.118
C  -2.84114  -3.78219  0.44028  -0.235
C  -1.99764  -4.67434  1.10655  0.019
C  -0.63107  -4.62281  0.94017  -0.033
C  -0.05893  -3.67748  0.08801  -0.057
C  -0.90382  -2.81885  -0.57477  -0.091
C  -2.29899  -2.81430  -0.41842  -0.078
C  -3.16664  -1.84573  -1.12034  -0.465
O  -4.33894  -1.70626  -1.05642  0.200
O  -2.40838  -0.92100  -1.88145  -0.331
H  -4.40466  -4.55538  1.19152  0.131
H  -2.43544  -5.41079  1.76981  0.130
H  -0.00342  -5.33279  1.46145  0.122
H  1.00760  -3.64972  -0.08036  0.118
H  -0.40060  -2.19327  -1.33285  0.081
F  2.21516  6.04922  0.28868  0.174
C  1.34716  5.14160  -0.10825  -0.117
C  0.50191  4.54921  0.81946  -0.131
F  0.56767  4.89580  2.09420  0.159
C  -0.40186  3.59256  0.39542  -0.255
F  -1.20190  3.02151  1.29174  0.080
C  -0.47343  3.22406  -0.94074  -0.464
Se  -1.86499  2.09010  -1.55062  0.987
C  0.38357  3.82226  -1.85417  -0.255
F  0.34312  3.47950  -3.13813  0.094
C  1.29474  4.78087  -1.44659  -0.131
F  2.11198  5.34673  -2.31812  0.161



| no. | largest force on an atom (Eh/bohr) |
| --- | --- |
| 1 | 0.0661 |
| 2 | 0.0485 |
| 3 | 0.0155 |